(1)
# C5H14N2O2

A cluster of 2 separate species, C5H14N2O2 in total (ωB97M-V/def2-TZVPD, the Open Molecules 2025 dataset).

## Properties
**Kohn-Sham gap**: 10.1 eV
**Relative energy (zero: lowest compared OMol25 entry of this formula, charge and spin)**: 50.71 kcal per mole
**Net charge**: 0
**LUMO energy**: 0.870 eV
**SMILES**: CC(C)ON.CC(N)=O

Bonds (Å) are listed after each position.
Element x y z (Å)
1 C 1.413 -0.292 0.353  C2 1.524, C3 1.528, O5 1.439, H6 1.096
2 C 1.905 0.207 1.707  C1 1.524, H9 1.088, H11 1.089, H12 1.085
3 C 2.177 -1.525 -0.128  C1 1.528, H10 1.083, H13 1.085, H14 1.087
4 N 1.057 1.954 -0.522  O5 1.438, H7 1.020, H8 1.030
5 O 1.621 0.646 -0.719  C1 1.439, N4 1.438
6 H 0.349 -0.537 0.447  C1 1.096
7 H 0.926 2.296 -1.473  N4 1.020
8 H 1.787 2.534 -0.084  N4 1.030
9 H 1.326 1.071 2.027  C2 1.088
10 H 1.641 -2.428 0.134  C3 1.083
11 H 2.958 0.483 1.659  C2 1.089
12 H 1.779 -0.586 2.436  C2 1.085
13 H 2.272 -1.476 -1.208  C3 1.085
14 H 3.176 -1.559 0.301  C3 1.087
15 C -3.763 -0.349 -0.428  C16 1.515, H21 1.088, H22 1.088, H23 1.086
16 C -2.261 -0.466 -0.274  C15 1.515, N17 1.349, O18 1.212
17 N -1.589 0.502 -0.933  C16 1.349, H19 1.005, H20 1.004
18 O -1.715 -1.340 0.363  C16 1.212
19 H -0.589 0.579 -0.866  N17 1.005
20 H -2.083 1.242 -1.397  N17 1.004
21 H -4.031 -0.353 -1.482  C15 1.088
22 H -4.107 0.582 0.018  C15 1.088
23 H -4.248 -1.183 0.070  C15 1.086

=====

(2)
# C5H14N2O2

A cluster of 3 separate species, C5H14N2O2 in total in a non-equilibrium geometry (ωB97M-V/def2-TZVPD, the Open Molecules 2025 dataset).

## Properties
**Kohn-Sham gap**: 10.4 eV
**Relative energy (zero: lowest compared OMol25 entry of this formula, charge and spin)**: 43.21 kcal per mole
**Net charge**: 0
**LUMO energy**: 0.831 eV
**SMILES**: [H]/N=C/C.CC(N)=O.CO

Bonds (Å) are listed after each position.
Element x y z (Å)
1 C 0.752 -1.188 -1.501  C2 1.488, N5 1.287, H7 1.095
2 C 0.458 -2.460 -0.785  C1 1.488, H12 1.090, H13 1.093, H14 1.095
3 C -1.566 -0.004 -0.710  N4 1.351, O6 1.212, C15 1.633
4 N -1.236 1.259 -1.055  C3 1.351, H8 1.006, H9 1.018
5 N 1.487 -0.273 -0.975  C1 1.287, H11 1.019
6 O -2.253 -0.730 -1.395  C3 1.212
7 H 0.515 -1.202 -2.571  C1 1.095
8 H -1.524 1.599 -1.957  N4 1.006
9 H -0.614 1.789 -0.448  N4 1.018
10 H 1.273 0.920 0.152  O17 1.084
11 H 1.802 0.428 -1.645  N5 1.019
12 H 0.704 -2.385 0.274  C2 1.090
13 H -0.609 -2.672 -0.890  C2 1.093
14 H 1.004 -3.287 -1.253  C2 1.095
15 C -1.469 -0.222 0.906  C3 1.633, H19 1.081, H20 1.084, H21 1.089
16 C 1.135 1.848 2.076  O17 1.399, H18 1.092, H22 1.096, H23 1.098
17 O 0.927 1.793 0.694  H10 1.084, C16 1.399
18 H 0.788 2.822 2.428  C16 1.092
19 H -1.766 0.689 1.408  C15 1.081
20 H -0.459 -0.487 1.197  C15 1.084
21 H -2.116 -1.077 1.098  C15 1.089
22 H 2.196 1.764 2.335  C16 1.096
23 H 0.570 1.078 2.617  C16 1.098

=====

(3)
# C5H14N2O2

A cluster of 2 separate species, C5H14N2O2 in total in a non-equilibrium geometry (ωB97M-V/def2-TZVPD, the Open Molecules 2025 dataset).

## Properties
**Kohn-Sham gap**: 9.9 eV
**Relative energy (zero: lowest compared OMol25 entry of this formula, charge and spin)**: 33.74 kcal per mole
**Net charge**: 0
**LUMO energy**: 0.742 eV
**SMILES**: C[C@@H](CN)N(C)C=O.O

Bonds (Å) are listed after each position.
Element x y z (Å)
1 C 1.028 0.520 1.255  N2 1.349, O8 1.222, H9 1.087
2 N -0.136 0.166 0.670  C1 1.349, C3 1.472, C5 1.454
3 C -1.279 -0.255 1.497  N2 1.472, H10 1.090, H11 1.080, H12 1.088
4 C -1.226 1.728 -0.962  C5 1.519, H13 1.101, H14 1.086, H15 1.092
5 C -0.483 0.426 -0.717  N2 1.454, C4 1.519, C6 1.544, H16 1.089
6 C 0.740 0.431 -1.660  C5 1.544, N7 1.462, H17 1.102, H18 1.095
7 N 1.706 -0.568 -1.207  C6 1.462, H19 1.018, H20 1.011
8 O 1.276 0.096 2.374  C1 1.222
9 H 1.762 1.183 0.804  C1 1.087
10 H -1.846 -0.939 0.865  C3 1.090
11 H -0.923 -0.814 2.351  C3 1.080
12 H -1.880 0.624 1.717  C3 1.088
13 H -2.037 1.954 -0.252  C4 1.101
14 H -1.777 1.817 -1.894  C4 1.086
15 H -0.533 2.565 -0.847  C4 1.092
16 H -1.118 -0.411 -1.009  C5 1.089
17 H 0.491 0.164 -2.700  C6 1.102
18 H 1.237 1.401 -1.767  C6 1.095
19 H 1.261 -1.286 -0.640  N7 1.018
20 H 2.197 -1.134 -1.885  N7 1.011
21 H -0.169 -2.915 1.346  O23 0.962
22 H 0.964 -1.969 1.575  O23 0.976
23 O 0.749 -2.785 1.086  H21 0.962, H22 0.976

=====

(4)
# C5H14N2S

An isolated molecule of C5H14N2S in a non-equilibrium geometry (ωB97M-V/def2-TZVPD, the Open Molecules 2025 dataset).

## Properties
**Kohn-Sham gap**: 9.4 eV
**Relative energy (zero: lowest compared OMol25 entry of this formula, charge and spin)**: 26.12 kcal per mole
**Net charge**: 0
**LUMO energy**: 0.929 eV
**SMILES**: NCNCCCCS

Bonds (Å) are listed after each position.
Element x y z (Å)
1 C -1.012 -0.325 -0.887  N2 1.471, C5 1.528, H9 1.093, H10 1.098
2 N -0.051 -0.496 -1.987  C1 1.471, C3 1.437, H11 0.984
3 C -0.366 -0.265 -3.369  N2 1.437, N4 1.462, H12 1.098, H13 1.090
4 N -1.127 0.963 -3.595  C3 1.462, H14 0.995, H15 1.003
5 C -0.252 -0.636 0.402  C1 1.528, C6 1.554, H16 1.103, H17 1.092
6 C -0.788 0.151 1.631  C5 1.554, C7 1.510, H18 1.091, H19 1.112
7 C 0.304 0.856 2.399  C6 1.510, S8 1.805, H20 1.099, H21 1.097
8 S 1.625 -0.283 2.861  C7 1.805, H22 1.322
9 H -1.397 0.695 -0.956  C1 1.093
10 H -1.843 -1.026 -1.041  C1 1.098
11 H 0.792 -0.078 -1.702  N2 0.984
12 H -0.918 -1.121 -3.781  C3 1.098
13 H 0.595 -0.183 -3.876  C3 1.090
14 H -2.111 0.840 -3.511  N4 0.995
15 H -0.765 1.610 -4.271  N4 1.003
16 H 0.764 -0.222 0.294  C5 1.103
17 H 0.020 -1.693 0.436  C5 1.092
18 H -1.689 0.720 1.398  C6 1.091
19 H -1.438 -0.615 2.108  C6 1.112
20 H -0.194 1.379 3.227  C7 1.099
21 H 0.615 1.731 1.814  C7 1.097
22 H 2.300 0.496 3.690  S8 1.322

=====

> Which of these has the highest Kohn-Sham gap?

number 2

=====

> Which value of relative energy (zero: lowest compared OMol25 entry of this formula, charge and spin) does entry 2 give?

43.21 kcal per mole